Below is a structure of composition C4H6CuO3, with properties calculated with ωB97M-V/def2-TZVPD.

Computed properties:
Relative energy (zero: lowest compared OMol25 entry of this formula, charge and spin) ... 189.2 kJ/mol
Molecular weight ... 165.635 g/mol
⟨S²⟩ ... 0.754
Energy ... -2021.31232 hartree
F_max ... 3.78 eV/A

The geometry in ORCA input format:
```
! wB97M-V def2-TZVPD RIJCOSX def2/J DEFGRID3
* xyz 2 2
C 1.70 -1.69 -1.41
O -0.78 -0.36 -1.29
H 2.70 -1.99 -1.07
O -0.27 -0.16 0.89
H -1.28 2.26 2.69
C -0.70 2.00 1.80
Cu -2.46 0.32 -1.08
H -2.23 1.28 1.21
O 1.30 -0.63 -0.51
H 0.34 2.31 1.76
H 1.73 -1.31 -2.43
C -1.11 0.89 1.15
H 1.00 -2.53 -1.32
C 0.05 -0.39 -0.38
*
```